Here is a cluster of 2 separate species, C4H8N2 in total from OMol25. Energies are from the ωB97M-V functional and the def2-TZVPD basis.

XYZ file:
```
14
C4H8N2, DFT the ωB97M-V functional and the def2-TZVPD basis
N -1.403 -0.793 2.885
H -1.246 -1.403 -0.900
C 1.603 0.127 -0.098
H -0.067 2.073 -1.033
N -0.254 -1.293 -0.739
H 2.322 -0.345 -0.776
H -1.318 0.643 1.176
C -0.505 1.081 -1.046
H 0.090 -1.929 -0.031
H 1.886 1.171 0.045
H 1.676 -0.385 0.870
C 0.210 0.013 -0.654
C -1.384 -0.034 2.016
H -1.502 0.977 -1.469
```

Output
**SMILES**: C=C(C)N.C#N
**Charge**: 0
**HOMO-LUMO gap**: 9.676 eV
**Highest occupied orbital energy**: -8.755 eV
**LUMO level**: 0.92 eV



Here is a structure of composition C12H21N11PtS4 from OMol25. Energies are from the ωB97M-V functional and the def2-TZVPD basis.

XYZ file:
```
49
C12H21N11PtS4, DFT the ωB97M-V functional and the def2-TZVPD basis
S 2.478 1.099 -3.597
H -0.121 -0.092 1.893
N -0.224 -3.190 -1.454
C -1.603 -1.510 1.275
H 0.951 0.729 4.715
H 3.224 0.912 2.522
S 3.346 3.513 -1.994
H 1.876 2.711 1.531
H -1.340 -0.559 -0.640
N -1.315 -4.071 -3.108
H -1.976 -2.678 -5.152
N 0.795 -1.584 0.744
H -2.913 1.335 -0.268
C -0.191 -1.163 1.734
C -2.106 -0.630 0.133
H 0.526 2.191 5.603
N -0.317 -2.247 -2.415
H -1.617 -2.557 0.957
H 2.914 0.714 0.172
N -1.336 -2.174 -4.564
H 2.393 2.695 4.012
C 2.255 2.253 -2.321
H -1.594 1.355 0.880
C 1.779 -0.871 0.211
C -0.988 -2.821 -3.393
S 0.825 1.971 -1.399
H 0.009 -1.662 2.685
N -2.378 -0.188 -5.349
C -1.509 -0.798 -4.576
C -2.478 0.787 0.571
N -1.334 1.280 -4.124
S 2.512 -1.407 -1.276
C 1.415 1.999 2.220
H 1.799 -0.074 2.799
N -2.233 1.127 -5.035
H 0.938 3.584 3.579
N -0.845 0.055 -3.812
C 2.214 0.701 2.159
H 0.402 1.843 1.842
C 1.370 2.581 3.632
Pt 0.725 -0.345 -2.562
H -0.486 1.650 4.256
H -2.266 -1.414 2.142
H -2.973 -1.112 -0.326
H -3.195 0.781 1.400
H 0.505 -2.357 0.144
N -0.812 -4.266 -1.868
N 2.355 0.165 0.815
C 0.546 1.739 4.608
```

Output
**Charge**: -2
**HOMO-LUMO gap (spin up / spin down)**: 4.503 / 4.502 eV
**Highest occupied orbital energy (spin up / spin down)**: -0.255 / -0.255 eV
**LUMO level (spin up / spin down)**: 4.25 / 4.25 eV



Here is an isolated molecule of C10H18N2O from OMol25. Energies are from the ωB97M-V functional and the def2-TZVPD basis.

XYZ file:
```
31
C10H18N2O, DFT the ωB97M-V functional and the def2-TZVPD basis
H -0.817 0.550 2.104
H 0.689 -2.760 -0.399
H -2.483 0.091 0.411
H 0.059 2.949 0.987
H 1.637 2.926 0.253
C -1.577 0.537 0.037
H -0.567 -1.860 1.949
C -0.024 -1.888 -2.551
C -0.100 -1.123 -1.300
H 0.185 2.672 -0.720
C 0.016 -1.188 1.208
H 1.589 0.261 2.398
H -1.968 -0.302 -1.995
O 2.293 -0.770 -0.374
H 0.810 -2.552 -2.547
H -1.101 -2.270 -0.177
H -0.938 -2.441 -2.721
H 0.107 -1.185 -3.355
H 1.427 2.090 2.564
C -0.105 -1.978 -0.125
H -1.684 1.636 -0.127
H -0.612 0.718 -1.989
C -0.447 0.280 1.046
N 1.718 0.538 -0.430
C -1.123 0.010 -1.302
C 1.811 1.169 1.971
C 0.672 2.457 0.278
H 1.165 -1.238 1.515
N 1.454 -0.289 -1.415
H 2.795 1.296 1.728
C 0.881 1.018 0.709
```

Output
**SMILES**: CC1(C)[C@H]2CC[C@](C)(CC2)n2on21
**Charge**: 0
**HOMO-LUMO gap**: 9.163 eV
**Highest occupied orbital energy**: -8.360 eV
**LUMO level**: 0.80 eV



Here is an isolated molecule of C4H10ClN from OMol25. Energies are from the ωB97M-V functional and the def2-TZVPD basis.

XYZ file:
```
16
C4H10ClN, DFT the ωB97M-V functional and the def2-TZVPD basis
H -0.597 -1.610 -0.896
H 0.488 0.603 1.861
N 0.197 -1.792 1.077
H 0.649 1.293 -1.668
C 0.608 1.001 0.872
H 0.367 2.095 0.891
H -0.866 1.964 -1.287
C -0.393 1.034 -1.409
H -0.696 -1.685 1.503
H 1.124 -1.064 -0.731
H 1.658 0.974 0.572
C -0.285 0.295 -0.084
C 0.136 -1.119 -0.229
H 0.437 -2.770 1.045
Cl -1.956 0.308 0.679
H -0.871 0.473 -2.195
```

Output
**SMILES**: CC(C)(Cl)CN
**Charge**: 0
**HOMO-LUMO gap**: 10.315 eV
**Highest occupied orbital energy**: -9.401 eV
**LUMO level**: 0.91 eV



So what do the calculations give for ΔE to the lowest compared entry with this formula, charge and spin? Going down the list: 97.9, 141.6, 647.5, 7.8 kJ/mol.
So what do the calculations give for DFT total energy? Going down the list: -266.68471, -2784.33398, -576.34600, -673.35647 Ha.